1.
{
  "formula": "C24H34O2PdS6",
  "method": "ωB97M-V/def2-TZVPD",
  "species": ["Pd", "C", "C", "S", "C", "C", "S", "C", "C", "S", "C", "C", "S", "H", "H", "H", "H", "H", "H", "H", "H", "H", "H", "H", "H", "H", "H", "H", "H", "O", "S", "C", "C", "C", "C", "S", "O", "C", "C", "C", "C", "C", "C", "C", "C", "C", "C", "C", "C", "H", "H", "H", "H", "H", "H", "H", "H", "H", "H", "H", "H", "H", "H", "H", "H", "H", "H"],
  "xyz": [[0.5791, 1.3192, 0.9964], [0.9403, 4.0407, -0.7096], [-0.4260, 3.6003, -1.2064], [-1.4183, 2.5255, -0.0972], [-2.0837, 3.6989, 1.1599], [-1.6466, 3.3023, 2.5599], [0.1752, 3.4114, 2.5952], [0.7192, 2.6582, 4.1662], [2.2105, 2.3819, 4.0785], [2.6408, 1.2217, 2.7133], [3.8130, 2.2196, 1.7190], [3.1707, 3.3392, 0.9180], [2.0917, 2.6468, -0.4014], [0.8674, 4.6270, 0.2050], [1.3945, 4.6561, -1.4905], [-0.3336, 3.0208, -2.1261], [-1.0327, 4.4814, -1.4218], [-3.1739, 3.6681, 1.0835], [-1.7508, 4.7050, 0.9028], [-1.9493, 2.2808, 2.8063], [-2.0475, 3.9976, 3.3056], [0.1442, 1.7479, 4.3411], [0.5170, 3.3773, 4.9680], [2.5341, 1.9034, 5.0068], [2.7824, 3.3003, 3.9431], [4.3087, 1.5093, 1.0545], [4.5744, 2.6143, 2.3964], [3.9574, 3.9202, 0.4285], [2.5746, 4.0108, 1.5421], [0.4814, -0.9829, 1.4756], [1.2118, -2.2736, 1.6846], [2.1185, -2.5438, 0.0913], [1.1940, -2.2561, -1.0757], [1.9460, -1.7808, -2.3188], [1.0156, -1.3528, -3.4279], [0.0392, 0.1879, -2.9502], [0.2417, 0.4463, -1.4968], [-1.6573, -0.3913, -3.1731], [-2.0396, -0.7353, -4.4692], [-3.3177, -1.2239, -4.6844], [-4.2129, -1.2854, -3.6206], [-3.8175, -0.9449, -2.3289], [-2.5431, -0.4540, -2.1024], [-0.0309, -3.5987, 1.5128], [-1.3414, -3.3316, 1.1465], [-2.2070, -4.3998, 0.9684], [-1.7674, -5.6933, 1.2288], [-0.4508, -5.9489, 1.5903], [0.4189, -4.8857, 1.7818], [2.4899, -3.5643, 0.1007], [2.9655, -1.8567, 0.1107], [0.5179, -1.4471, -0.7672], [0.5929, -3.1375, -1.3098], [2.5653, -2.5984, -2.7090], [2.6227, -0.9614, -2.0622], [0.2957, -2.1287, -3.6829], [1.5715, -1.0728, -4.3230], [-1.3580, -0.6356, -5.3021], [-3.6232, -1.5123, -5.6800], [-5.2463, -1.5435, -3.8125], [-4.5125, -1.0394, -1.5084], [-2.2199, -0.1591, -1.1131], [-1.6774, -2.3193, 0.9844], [-3.2303, -4.2195, 0.6729], [-2.4818, -6.5103, 1.2281], [-0.1108, -6.9583, 1.7774], [1.4246, -5.0731, 2.1267]],
  "lowdin_charge": [0.475, -0.451, -0.461, 0.884, -0.452, -0.452, 0.956, -0.444, -0.452, 0.895, -0.476, -0.460, 0.924, 0.063, 0.111, 0.061, 0.110, 0.104, 0.099, 0.094, 0.116, 0.098, 0.116, 0.106, 0.100, 0.087, 0.111, 0.113, 0.055, -0.602, 1.101, -0.241, -0.249, -0.202, -0.213, 1.141, -0.592, -0.320, -0.023, 0.020, 0.049, 0.006, -0.042, -0.292, -0.015, 0.032, 0.076, 0.039, -0.005, 0.115, 0.111, 0.066, 0.135, 0.156, 0.130, 0.110, 0.117, 0.140, 0.145, 0.149, 0.134, 0.087, 0.119, 0.140, 0.158, 0.150, 0.142],
  "s_squared": 6.0472,
  "homo_energy_ev": [-18.943, -19.421],
  "homo_lumo_gap_ev": [8.31, 4.31],
  "total_energy_ha": -3600.7879,
  "multiplicity": 5,
  "total_charge": 4
}


2.
{
  "formula": "C24H35Cl21N4OPS",
  "method": "ωB97M-V/def2-TZVPD",
  "species": ["C", "C", "C", "C", "C", "C", "N", "C", "N", "C", "C", "C", "C", "C", "C", "C", "P", "S", "N", "C", "C", "C", "O", "N", "H", "H", "H", "H", "H", "H", "H", "H", "H", "H", "H", "H", "H", "H", "H", "H", "H", "H", "H", "H", "H", "H", "H", "H", "H", "H", "H", "H", "C", "Cl", "Cl", "Cl", "H", "C", "Cl", "Cl", "Cl", "H", "C", "Cl", "Cl", "Cl", "H", "C", "Cl", "Cl", "Cl", "H", "C", "Cl", "Cl", "Cl", "H", "C", "Cl", "Cl", "Cl", "H", "C", "Cl", "Cl", "Cl", "H"],
  "xyz": [[-3.6441, -3.3232, 3.7899], [-2.7205, -3.7431, 2.5303], [-1.8208, -5.0347, 2.9498], [-3.5839, -4.1146, 1.2178], [-4.3289, -2.8158, 0.5959], [-3.1828, -1.8973, -0.0315], [-2.6231, -1.8772, -1.3702], [-1.6004, -0.8269, -1.2305], [-0.8083, -0.4836, -2.2524], [0.2933, 0.5165, -2.2757], [1.6459, -0.2336, -1.8517], [1.8071, -1.0868, -0.5655], [3.1078, -1.8295, -0.1885], [4.3282, -1.7475, -1.1303], [4.1907, -0.9038, -2.4290], [2.8728, -0.1319, -2.8161], [-1.0904, -1.3842, -3.7920], [-0.1182, -3.0840, -3.5753], [-1.5683, -0.2520, 0.0754], [-0.7927, 0.8254, 0.7246], [-1.3907, 2.3002, 0.3922], [-0.2782, 3.4360, 0.6393], [-0.6880, 4.6713, -0.0363], [-2.5372, -0.9006, 0.7953], [-2.9541, -3.1553, 4.6828], [-4.4687, -4.0999, 4.0179], [-4.1487, -2.3309, 3.4997], [-1.9855, -2.8812, 2.3639], [-2.4411, -5.9815, 2.7987], [-0.8825, -5.1254, 2.2993], [-1.4726, -4.9983, 4.0351], [-4.3752, -4.9007, 1.5076], [-2.8540, -4.5873, 0.4638], [-4.9229, -2.2375, 1.3748], [-5.0468, -3.1181, -0.2359], [0.0906, 1.4844, -1.7086], [0.4402, 0.8227, -3.3816], [0.9064, -1.1800, 0.1225], [3.1517, -2.4384, 0.7673], [5.2799, -2.3137, -0.8782], [5.1157, -0.8964, -3.1156], [2.8693, 0.4482, -3.7977], [-0.3911, -0.6659, -4.8193], [-2.4862, -1.5737, -4.0427], [0.3176, 0.8613, 0.4657], [-0.8532, 0.6997, 1.8717], [-2.3521, 2.5155, 0.9957], [-1.7080, 2.4024, -0.7138], [-0.1131, 3.6926, 1.7359], [0.7199, 3.0651, 0.1827], [0.1689, 5.1558, -0.1448], [-2.7464, -0.6758, 1.7749], [-2.4073, 2.7514, 4.5554], [-3.5032, 3.6467, 3.4945], [-2.5190, 1.0113, 4.2432], [-0.7433, 3.3134, 4.3536], [-2.7052, 2.9320, 5.5866], [6.0545, 2.2369, -0.9782], [7.5177, 1.5518, -1.7001], [4.6490, 1.2195, -1.3531], [6.2640, 2.4410, 0.7711], [5.8859, 3.2203, -1.4137], [4.9550, -2.4284, 3.8776], [5.6744, -1.5381, 2.5256], [5.5175, -1.7746, 5.4210], [3.1867, -2.3792, 3.7923], [5.2718, -3.4674, 3.8103], [7.1517, 3.0013, 4.7797], [8.0657, 2.8605, 6.2878], [7.9908, 4.0642, 3.6408], [6.8861, 1.4056, 4.0617], [6.1822, 3.4402, 5.0068], [0.6018, 1.0372, -7.7450], [1.5190, 0.8249, -6.2432], [1.4576, 2.1230, -8.8461], [0.3045, -0.5262, -8.5176], [-0.3619, 1.4878, -7.4981], [-6.8696, 0.2100, 2.1972], [-7.2772, 1.6755, 3.0978], [-5.1748, 0.2484, 1.6809], [-7.1868, -1.2302, 3.1739], [-7.4970, 0.1675, 1.3088], [-1.5462, 4.5303, -7.1052], [-0.6256, 4.3113, -5.6091], [-0.6939, 5.6190, -8.2061], [-1.8460, 2.9682, -7.8834], [-2.5061, 4.9779, -6.8549]],
  "lowdin_charge": [-0.090, -0.400, -0.094, -0.157, -0.112, -0.145, 0.159, -0.276, -0.220, -0.152, -0.165, -0.039, -0.059, -0.092, -0.208, -0.118, 0.441, 0.129, -0.026, -0.123, -0.138, -0.245, -0.107, 0.075, 0.084, 0.101, 0.040, 0.111, 0.084, 0.082, 0.079, 0.132, 0.130, 0.034, 0.131, 0.113, 0.092, 0.075, 0.057, 0.099, 0.108, 0.064, -0.045, -0.002, 0.109, 0.116, 0.092, 0.122, 0.074, 0.128, 0.103, 0.094, -1.501, 0.546, 0.519, 0.563, 0.024, -1.472, 0.539, 0.692, 0.499, 0.016, -1.523, 0.517, 0.528, 0.511, 0.019, -1.537, 0.529, 0.515, 0.476, 0.016, -1.583, 0.523, 0.540, 0.540, -0.121, -1.496, 0.549, 0.564, 0.553, 0.024, -1.496, 0.518, 0.548, 0.589, 0.020],
  "homo_energy_ev": -10.517,
  "homo_lumo_gap_ev": 7.99,
  "total_energy_ha": -11632.7979,
  "total_charge": 1
}


3.
{
  "formula": "C24H35FN6O3",
  "method": "ωB97M-V/def2-TZVPD",
  "species": ["C", "C", "C", "C", "N", "C", "O", "C", "N", "C", "C", "N", "C", "C", "C", "C", "F", "C", "C", "C", "C", "C", "C", "N", "N", "C", "C", "C", "C", "C", "O", "N", "C", "O", "H", "H", "H", "H", "H", "H", "H", "H", "H", "H", "H", "H", "H", "H", "H", "H", "H", "H", "H", "H", "H", "H", "H", "H", "H", "H", "H", "H", "H", "H", "H", "H", "H", "H", "H"],
  "xyz": [[5.7202, 1.9837, 0.9004], [4.3771, 1.6281, 0.2670], [3.6201, 2.9019, -0.1045], [3.5611, 0.7464, 1.2304], [2.7554, -0.2546, 0.5413], [3.2071, -1.5363, 0.5141], [4.1458, -1.9055, 1.1919], [2.4485, -2.4878, -0.3983], [1.0225, -2.4777, -0.1368], [0.6812, -3.1776, 1.0863], [-0.7461, -2.7923, 1.5002], [-1.5851, -2.6658, 0.3284], [-2.5960, -1.7452, 0.2633], [-3.0910, -1.2595, -0.9561], [-4.1436, -0.3682, -0.9993], [-4.7134, 0.0669, 0.1832], [-5.7362, 0.9563, 0.1467], [-4.2461, -0.3777, 1.4052], [-3.1996, -1.2776, 1.4420], [-1.1279, -3.4463, -0.7891], [0.2477, -2.9650, -1.2704], [1.6915, 0.2143, -0.2741], [0.5263, 0.6433, 0.3203], [0.3262, 0.4550, 1.6538], [-0.4729, 1.2188, -0.4191], [-1.6817, 1.7704, 0.1734], [-1.5895, 3.2825, 0.4264], [-2.9464, 3.7776, 0.9191], [-0.4904, 3.6514, 1.4202], [-0.3974, 1.3074, -1.8023], [-1.2866, 1.7822, -2.4693], [0.7525, 0.8195, -2.3542], [1.8683, 0.2973, -1.6968], [2.8472, -0.0345, -2.3361], [6.2892, 1.0832, 1.1157], [5.5706, 2.5317, 1.8291], [6.3038, 2.6052, 0.2258], [4.5600, 1.0484, -0.6425], [2.6720, 2.6719, -0.5856], [3.4259, 3.5024, 0.7838], [4.2100, 3.4990, -0.7955], [4.2387, 0.1824, 1.8753], [2.9182, 1.3776, 1.8531], [2.8908, -3.4894, -0.2711], [2.6287, -2.1640, -1.4256], [1.3790, -2.8699, 1.8673], [0.7758, -4.2714, 0.9745], [-1.1428, -3.5493, 2.1931], [-0.7162, -1.8272, 2.0109], [-2.6429, -1.5618, -1.8883], [-4.5132, 0.0021, -1.9422], [-4.7105, -0.0310, 2.3153], [-2.8671, -1.6446, 2.3996], [-1.0529, -4.4901, -0.4575], [-1.8524, -3.4179, -1.6004], [0.1413, -2.1341, -1.9760], [0.7540, -3.7942, -1.7904], [-0.2646, 1.0878, 2.1633], [1.1106, 0.0622, 2.1473], [-1.9336, 1.2229, 1.0813], [-2.4797, 1.5998, -0.5525], [-1.3665, 3.7599, -0.5328], [-3.7240, 3.5443, 0.1973], [-2.9260, 4.8541, 1.0665], [-3.2054, 3.3058, 1.8650], [0.4809, 3.2877, 1.0904], [-0.7104, 3.2508, 2.4096], [-0.4251, 4.7331, 1.5110], [0.8231, 0.8960, -3.3630]],
  "lowdin_charge": [-0.073, -0.390, -0.066, -0.112, 0.003, -0.422, 0.067, -0.091, -0.162, -0.153, -0.142, -0.091, -0.228, -0.019, -0.020, -0.302, 0.041, -0.024, -0.030, -0.134, -0.140, -0.132, -0.223, 0.206, 0.085, -0.125, -0.386, -0.061, -0.064, -0.471, 0.092, 0.222, -0.435, 0.070, 0.080, 0.081, 0.076, 0.136, 0.060, 0.079, 0.080, 0.119, 0.123, 0.138, 0.121, 0.127, 0.125, 0.126, 0.092, 0.106, 0.125, 0.119, 0.105, 0.125, 0.116, 0.116, 0.126, 0.092, 0.111, 0.116, 0.112, 0.140, 0.081, 0.080, 0.083, 0.063, 0.078, 0.083, 0.172],
  "homo_energy_ev": -7.734,
  "smiles": "CC(C)CN(C(=O)CN1CCN(c2ccc(F)cc2)CC1)c1c(N)n(CC(C)C)c(=O)[nH]c1=O",
  "homo_lumo_gap_ev": 8.18,
  "total_energy_ha": -1589.7393,
  "total_charge": 0
}


4.
{
  "formula": "C24H35N10O2ReS",
  "method": "ωB97M-V/def2-TZVPD",
  "species": ["Re", "N", "C", "C", "N", "C", "C", "N", "C", "C", "N", "H", "H", "H", "H", "H", "H", "H", "H", "H", "H", "H", "H", "H", "H", "H", "H", "H", "H", "C", "C", "N", "N", "C", "S", "N", "N", "H", "H", "H", "H", "H", "H", "O", "C", "N", "C", "C", "O", "N", "C", "C", "C", "C", "C", "C", "C", "C", "C", "C", "C", "C", "H", "H", "H", "H", "H", "H", "H", "H", "H", "H", "H"],
  "xyz": [[0.2638, 0.2931, -0.1053], [0.2167, -0.8792, 1.8055], [0.2869, 0.0253, 2.9939], [1.3688, 1.0260, 2.6929], [1.0681, 1.6797, 1.3808], [2.3516, 2.1185, 0.7218], [3.2040, 0.9194, 0.3403], [2.3750, -0.1103, -0.3691], [0.1485, 2.8533, 1.6207], [-0.9396, 2.9202, 0.5710], [-1.4557, 1.5364, 0.3584], [1.0104, -1.5184, 1.8497], [-0.6068, -1.4704, 1.8936], [-0.6876, 0.4987, 3.1166], [0.5012, -0.5285, 3.9073], [1.4592, 1.7835, 3.4720], [2.3262, 0.5135, 2.6279], [2.0832, 2.6983, -0.1631], [2.8964, 2.7784, 1.4009], [4.0027, 1.2558, -0.3185], [3.6757, 0.4571, 1.2043], [2.5857, 0.0246, -1.3708], [2.6555, -1.0500, -0.1036], [-0.2976, 2.7236, 2.6065], [0.7280, 3.7765, 1.6454], [-1.7371, 3.5882, 0.8978], [-0.5727, 3.2999, -0.3822], [-2.0195, 1.2487, 1.1566], [-2.0730, 1.5279, -0.4644], [0.5798, -6.1367, -0.2142], [-0.3248, -4.9660, -0.2297], [-1.6035, -4.9777, 0.0076], [-1.9959, -3.6932, -0.1170], [-1.0110, -2.8665, -0.4354], [-1.2917, -1.1901, -0.9121], [0.0778, -3.6638, -0.4964], [1.3705, -3.2225, -0.8070], [-0.0120, -7.0258, -0.0104], [1.3386, -6.0449, 0.5656], [1.0748, -6.2610, -1.1787], [-2.9789, -3.4636, -0.0285], [2.0230, -3.8595, -0.3562], [1.5066, -3.3150, -1.8127], [2.5992, 1.3162, -2.5043], [1.4440, 1.6507, -2.7006], [0.9710, 2.4166, -3.6774], [-0.4682, 2.6579, -3.6229], [-0.8449, 1.6272, -2.5668], [-1.9483, 1.2427, -2.2674], [0.3314, 1.2269, -1.8718], [-1.1311, 2.4772, -4.9692], [-1.2491, 3.5703, -5.8229], [-1.7768, 3.4039, -7.0934], [-2.1931, 2.1479, -7.5136], [-2.0756, 1.0573, -6.6648], [-1.5422, 1.2187, -5.3950], [-0.7859, 3.9887, -2.9179], [0.2204, 4.7958, -2.3981], [-0.1079, 5.9559, -1.7016], [-1.4369, 6.3018, -1.5128], [-2.4438, 5.4954, -2.0357], [-2.1223, 4.3446, -2.7372], [1.5622, 2.7433, -4.4288], [-0.9400, 4.5562, -5.4962], [-1.8685, 4.2544, -7.7547], [-2.6107, 2.0207, -8.5030], [-2.4035, 0.0795, -6.9906], [-1.4603, 0.3563, -4.7434], [1.2633, 4.5540, -2.5615], [0.6785, 6.6023, -1.3340], [-1.6911, 7.2111, -0.9846], [-3.4812, 5.7779, -1.9149], [-2.9070, 3.7291, -3.1600]],
  "lowdin_charge": [1.344, -0.083, -0.162, -0.141, -0.266, -0.133, -0.157, -0.073, -0.114, -0.155, -0.067, 0.111, 0.094, 0.124, 0.147, 0.155, 0.122, 0.124, 0.155, 0.142, 0.122, 0.065, 0.091, 0.133, 0.149, 0.150, 0.094, 0.125, 0.072, 0.030, -0.271, 0.188, 0.067, -0.600, 0.791, -0.073, 0.138, 0.112, 0.103, 0.107, 0.187, 0.114, 0.134, 0.064, -0.492, 0.207, -0.257, -0.411, 0.040, -0.029, -0.166, -0.015, -0.038, -0.043, -0.049, -0.024, -0.183, -0.040, -0.058, -0.052, -0.039, -0.019, 0.198, 0.127, 0.121, 0.121, 0.116, 0.111, 0.116, 0.117, 0.120, 0.121, 0.136],
  "s_squared": 0.7887,
  "homo_energy_ev": [-15.665, -15.665],
  "homo_lumo_gap_ev": [4.73, 5.15],
  "total_energy_ha": -2109.2183,
  "multiplicity": 2,
  "total_charge": 3
}